Entry 1:
Computed, not measured: the molecule C22H30N2O5, with wB97M-V/def2-TZVPD.

Geometry as XYZ:
```
59
Properties=species:S:1:pos:R:3:lowdin_charge:R:1
C 0.079 3.257 1.229 -0.0495
C 0.227 2.024 2.106 -0.1960
O 0.003 0.827 1.354 -0.0026
C -1.136 0.173 1.567 -0.4700
O -1.999 0.544 2.320 0.1293
C -1.222 -1.162 0.824 -0.3333
C -0.895 -2.242 1.887 -0.0746
C 0.466 -2.044 2.494 -0.2254
C 1.591 -2.661 1.971 -0.0330
C 2.851 -2.445 2.506 -0.0135
C 3.005 -1.593 3.592 -0.2762
O 4.190 -1.298 4.197 -0.0860
C 5.361 -1.908 3.713 -0.0928
C 1.875 -0.979 4.135 0.0075
C 0.629 -1.208 3.595 -0.0298
C -0.270 -1.262 -0.378 -0.0761
C -0.968 -0.787 -1.662 -0.1242
N -1.884 0.287 -1.359 -0.0442
C -1.663 1.615 -1.472 -0.4683
O -2.456 2.435 -1.043 0.0545
C -0.439 2.076 -2.249 -0.0488
C -0.812 2.249 -3.735 -0.2872
C 0.406 2.601 -4.607 -0.1217
C 0.889 1.252 -5.140 -0.0751
C -0.336 0.352 -5.055 -0.5123
O -0.470 -0.752 -5.528 0.0593
N -1.262 1.013 -4.327 0.1152
C -3.039 -0.165 -0.596 -0.1125
C -2.668 -1.322 0.337 -0.0962
H 0.209 4.148 1.836 0.0803
H -0.910 3.280 0.777 0.0694
H 0.829 3.253 0.442 0.0717
H 1.242 1.937 2.502 0.1250
H -0.492 2.053 2.930 0.1211
H -1.653 -2.184 2.670 0.1314
H -0.961 -3.224 1.414 0.1303
H 1.495 -3.335 1.132 0.1125
H 3.698 -2.948 2.068 0.1020
H 5.560 -1.630 2.672 0.0946
H 5.310 -2.998 3.794 0.0953
H 6.168 -1.538 4.343 0.0924
H 2.003 -0.331 4.987 0.1201
H -0.235 -0.732 4.036 0.1232
H 0.621 -0.667 -0.184 0.1215
H 0.041 -2.298 -0.515 0.1200
H -1.557 -1.603 -2.094 0.1358
H -0.237 -0.494 -2.411 0.1076
H -0.168 3.056 -1.856 0.1213
H 0.409 1.404 -2.138 0.1175
H -1.601 3.005 -3.801 0.1538
H 0.092 3.237 -5.434 0.1169
H 1.171 3.128 -4.040 0.1139
H 1.677 0.819 -4.520 0.1217
H 1.259 1.298 -6.162 0.1203
H -2.144 0.597 -4.079 0.1571
H -3.832 -0.475 -1.288 0.1321
H -3.402 0.691 -0.023 0.1225
H -3.346 -1.314 1.190 0.1265
H -2.768 -2.283 -0.170 0.1255
```

The calculation puts the frontier orbital gap at 9.091 eV. For the molar mass, the calculation gives 402.5 Da. As for the charge: 0. The max |F| is 0.646 eV Å⁻¹. Its multiplicity is 1. The calculation puts the electronic energy at -36520.310 eV. For the HOMO energy, the calculation gives -0.312 Eh. The value obtained for the energy relative to the best compared isomer or geometry (same formula, charge and spin) is 7.86 kcal per mole.



Entry 2:
Computed, not measured: a structure of composition C16H27BF2MnN9OS, with wB97M-V/def2-TZVPD.

Geometry as XYZ:
```
58
Properties=species:S:1:pos:R:3:lowdin_charge:R:1
Mn -0.117 -0.032 -0.400 0.5900
N 1.845 1.727 3.296 0.2359
C 2.037 1.886 1.806 -0.3236
C 3.271 1.145 1.324 -0.0856
C 3.287 1.163 -0.206 -0.3351
N 2.252 0.237 -0.700 0.0328
C 3.125 2.591 -0.737 -0.0955
C 1.965 3.383 -0.135 -0.3641
N 0.684 2.806 -0.527 0.0402
C 2.050 3.348 1.393 -0.0852
H 1.803 0.730 3.535 0.1530
H 0.932 2.106 3.566 0.1649
H 2.579 2.185 3.838 0.1792
H 1.164 1.424 1.351 0.0551
H 3.265 0.107 1.674 0.1292
H 4.181 1.626 1.699 0.1360
H 4.270 0.813 -0.531 0.1457
H 2.509 -0.728 -0.520 0.0817
H 2.195 0.313 -1.713 0.1011
H 3.031 2.570 -1.827 0.1274
H 4.050 3.131 -0.520 0.1304
H 2.067 4.424 -0.458 0.1462
H 0.544 2.875 -1.529 0.0906
H -0.093 3.311 -0.112 0.0960
H 1.199 3.885 1.822 0.1334
H 2.969 3.844 1.724 0.1345
N -1.462 1.248 -1.128 0.0708
C -2.550 1.649 -1.238 -0.1643
C -3.840 2.085 -1.411 -0.2670
C -4.866 1.296 -0.815 -0.2371
N -5.648 0.626 -0.296 0.1350
C -4.101 3.265 -2.162 -0.2372
N -4.282 4.230 -2.766 0.1321
C 0.389 -4.042 0.078 -0.2237
S 0.353 -3.299 -1.539 0.9117
C 1.838 -4.033 -2.187 -0.2389
O 0.708 -1.836 -1.325 -0.6085
H 0.232 -5.116 -0.022 0.0730
H -0.425 -3.596 0.646 0.0396
H 1.348 -3.822 0.547 0.0696
H 1.675 -5.104 -2.304 0.0702
H 2.664 -3.832 -1.505 0.0652
H 2.020 -3.580 -3.160 0.0634
F -0.610 0.934 2.571 0.1150
B -0.136 -0.035 1.757 -0.6192
F 0.664 -0.874 2.484 0.0927
N -4.428 -3.221 1.353 0.1489
C -3.782 -2.623 0.315 -0.3610
C -2.569 -1.934 0.501 -0.0743
N -1.942 -1.369 -0.513 -0.0195
C -2.493 -1.464 -1.729 -0.1560
C -3.680 -2.150 -1.899 -0.0915
N -4.322 -2.732 -0.893 0.1490
H -4.198 -2.969 2.297 0.1013
H -5.366 -3.538 1.174 0.1104
H -2.133 -1.824 1.488 0.1057
H -1.986 -0.984 -2.554 0.1111
H -4.137 -2.226 -2.877 0.1195
```

The calculation puts the frontier orbital gap (spin up / spin down) at 6.937 / 6.898 eV. For the molar mass, the calculation gives 497.3 Da. As for the charge: +1. The max |F| is 1.558 eV Å⁻¹. Its multiplicity is 2. The calculation puts the electronic energy at -80749.590 eV. For the HOMO energy (spin up / spin down), the calculation gives -0.358 / -0.357 Eh. The value obtained for the energy relative to the best compared isomer or geometry (same formula, charge and spin) is 58.27 kcal per mole.



Entry 3:
Computed, not measured: a structure of composition C2AgNS3Se, with wB97M-V/def2-TZVPD.

Geometry as XYZ:
```
8
Properties=species:S:1:pos:R:3:lowdin_charge:R:1
Ag 0.386 0.103 -0.279 0.3350
S -2.825 -3.202 -1.431 0.1755
C -1.743 -1.945 -1.031 -1.9446
S -0.179 -1.796 -1.808 0.1457
S -2.077 -0.756 0.191 0.1656
Se 2.623 3.674 2.479 0.2113
C 2.063 2.368 1.322 -0.9784
N 1.753 1.554 0.557 -0.1100
```

The calculation puts the frontier orbital gap at 4.979 eV. For the molar mass, the calculation gives 321.1 Da. As for the charge: -2. The max |F| is 0.579 eV Å⁻¹. Its multiplicity is 1. The calculation puts the electronic energy at -105417.422 eV. For the HOMO energy, the calculation gives -0.009 Eh.



Entry 4:
Computed, not measured: a structure of composition C37H38GeMnN7O9, with wB97M-V/def2-TZVPD.

Geometry as XYZ:
```
93
Properties=species:S:1:pos:R:3:lowdin_charge:R:1
Mn 0.284 -0.142 -0.378 0.4764
C -1.981 3.203 0.896 -0.0365
C -1.213 1.927 0.777 -0.2711
N -0.480 1.595 -0.253 -0.0680
N -0.360 2.445 -1.317 0.1007
C 0.375 1.822 -2.239 -0.4319
O 0.847 0.653 -2.112 -0.0672
C 0.675 2.576 -3.491 -0.1441
C 1.596 2.051 -4.390 -0.0293
C 1.888 2.728 -5.563 -0.0870
C 1.254 3.928 -5.849 -0.0985
C 0.328 4.452 -4.956 -0.0900
C 0.040 3.780 -3.778 -0.0333
C -1.176 0.919 1.815 -0.2064
C -1.744 1.076 3.084 -0.0165
C -1.581 0.086 4.030 -0.0792
C -0.837 -1.048 3.705 -0.0814
C -0.323 -1.149 2.428 -0.1275
N -0.502 -0.216 1.488 0.0322
H -1.940 3.728 -0.055 0.0612
H -1.566 3.857 1.670 0.0790
H -3.027 3.014 1.151 0.0781
H 2.060 1.102 -4.159 0.1151
H 2.596 2.308 -6.267 0.0992
H 1.468 4.449 -6.775 0.0950
H -0.178 5.382 -5.184 0.0950
H -0.679 4.171 -3.073 0.1013
H -2.294 1.980 3.308 0.1053
H -2.016 0.192 5.016 0.1014
H -0.668 -1.840 4.421 0.0979
H 0.247 -2.019 2.118 0.1145
O 4.408 -5.702 -0.157 -0.0633
C 3.294 -5.647 -1.038 -0.2152
C 2.549 -4.358 -0.843 -0.2012
C 1.259 -4.211 -1.385 -0.0100
C 0.600 -3.022 -1.235 -0.0791
N 1.114 -1.954 -0.580 0.0468
C 2.367 -2.091 -0.070 -0.1844
C 3.094 -3.287 -0.188 0.0425
C 2.876 -0.895 0.557 -0.1832
C 4.114 -0.796 1.212 0.0355
C 4.508 0.395 1.769 -0.2136
C 5.832 0.533 2.466 -0.2214
O 6.646 1.555 1.898 -0.0634
C 3.642 1.499 1.652 -0.0073
C 2.447 1.342 1.001 -0.0776
N 2.048 0.172 0.458 0.0390
H 4.893 -6.511 -0.335 0.0847
H 2.613 -6.486 -0.861 0.1225
H 3.630 -5.708 -2.081 0.1285
H 0.780 -5.021 -1.921 0.1174
H -0.388 -2.895 -1.651 0.1079
H 4.087 -3.368 0.229 0.1079
H 4.758 -1.663 1.282 0.1108
H 6.353 -0.431 2.459 0.1126
H 5.689 0.826 3.508 0.1226
H 6.626 1.447 0.941 0.0898
H 3.916 2.462 2.061 0.1166
H 1.752 2.164 0.890 0.1140
O -3.083 -2.201 -0.988 -0.0623
C -2.371 -1.404 -1.791 -0.4087
O -1.449 -0.725 -1.384 0.0475
C -2.801 -1.471 -3.205 -0.1187
C -3.888 -2.254 -3.551 0.0686
C -4.287 -2.339 -4.901 -0.1642
C -3.572 -1.614 -5.876 0.0753
C -2.500 -0.856 -5.477 -0.1383
C -2.067 -0.749 -4.153 0.0479
N -1.757 -0.118 -6.518 -0.3508
O -0.748 0.469 -6.177 0.0651
O -2.145 -0.188 -7.669 0.0588
N -5.360 -3.130 -5.262 -0.4235
O -5.698 -3.184 -6.479 -0.0792
O -5.968 -3.771 -4.355 -0.0925
H -4.448 -2.808 -2.817 0.1059
H -3.870 -1.667 -6.910 0.1169
H -1.209 -0.153 -3.880 0.1113
C -3.826 -3.349 3.149 -0.2168
Ge -3.729 -3.701 1.229 0.8360
C -5.509 -3.800 0.447 -0.2037
C -2.743 -5.343 0.851 -0.2147
C -2.727 -2.218 0.406 -0.2243
H -4.409 -4.116 3.660 0.0143
H -4.301 -2.381 3.319 0.0189
H -2.828 -3.318 3.589 0.0013
H -6.076 -4.603 0.919 0.0183
H -5.444 -4.001 -0.622 0.0220
H -6.052 -2.864 0.584 0.0249
H -3.255 -6.215 1.260 0.0145
H -1.735 -5.302 1.267 0.0143
H -2.665 -5.468 -0.230 0.0224
H -1.652 -2.376 0.501 0.0581
H -2.952 -1.249 0.857 0.0922
```

The calculation puts the frontier orbital gap (spin up / spin down) at 4.373 / 5.748 eV. For the molar mass, the calculation gives 852.3 Da. As for the charge: -1. The max |F| is 1.161 eV Å⁻¹. Its multiplicity is 2. The calculation puts the electronic energy at -155676.559 eV. For the HOMO energy (spin up / spin down), the calculation gives -0.095 / -0.146 Eh. The value obtained for the energy relative to the best compared isomer or geometry (same formula, charge and spin) is 10.79 kcal per mole.